338
Properties=species:S:1:pos:R:3:mulliken_charge:R:1 method="wB97M-V/def2-TZVPD" gap_ev=8.667 fmax_ha_per_bohr=0.101 e_homo_ev=-8.4 lumo_energy_ev=0.31
C -4.51446 2.56423 -1.18533 -0.0246
O -5.26543 1.70486 -0.18677 0.9247
C -6.02301 2.39449 0.82784 -0.0564
C -6.81644 1.38109 1.66152 -1.4651
N -6.08995 0.13940 2.01787 0.6046
C -7.06543 -0.91540 2.42809 -1.0043
C -6.38941 -2.28320 2.43940 -0.5032
O -6.22629 -2.63390 1.13851 -0.2223
C -5.51730 -3.86770 0.90558 -0.6407
H -3.55208 2.97231 -0.87647 -0.3134
H -5.17194 3.36329 -1.52787 0.6596
H -4.29851 1.93693 -2.05019 -0.5268
H -6.59148 3.20048 0.36380 0.4950
H -5.33340 2.94455 1.46812 -0.5889
H -7.65736 1.18300 0.99690 0.6786
H -7.34288 1.89240 2.46744 0.5103
H -5.62812 0.00230 1.13016 -0.3009
H -7.81773 -0.97907 1.64191 0.3340
H -7.60419 -0.64220 3.33539 0.4478
H -7.00524 -3.02813 2.94331 0.5649
H -5.42011 -2.38446 2.92758 0.1049
H -5.46910 -4.43406 -0.02448 0.4110
H -5.79108 -4.62553 1.63963 0.4794
H -4.46556 -3.68122 1.12276 -0.0982
C 2.92216 -3.07646 -3.63437 -0.5717
O 2.40047 -1.74881 -3.55266 0.0233
C 0.98561 -1.86694 -3.49862 -0.5775
C -0.06739 -0.84353 -3.92481 -0.7185
N 0.52433 0.49552 -3.57297 2.5682
C -0.24321 1.72644 -3.89450 -0.1029
C -0.65528 1.85349 -5.41964 -0.5297
O -2.00573 1.36209 -5.53796 -0.5135
C -2.99535 2.37613 -5.21085 -0.2111
H 3.99862 -3.05898 -3.80473 -0.6069
H 2.60303 -3.66210 -4.49651 0.4760
H 2.73564 -3.69816 -2.75870 0.3080
H 0.74014 -1.96948 -2.44159 -0.0168
H 0.76085 -2.75881 -4.08354 0.2959
H -1.07363 -0.73067 -3.52128 -0.3102
H -0.07827 -0.81222 -5.01430 0.4790
H 0.89852 0.50008 -2.63485 -1.4609
H 0.45418 2.52453 -3.63994 -0.0804
H -1.11539 1.86290 -3.25514 -0.0011
H -0.01496 1.27378 -6.08450 0.5050
H -0.63360 2.89675 -5.73464 0.2668
H -2.71157 3.35114 -5.60696 0.2317
H -3.10475 2.52740 -4.13694 -0.1577
H -3.89623 2.07926 -5.74786 0.3713
C 4.26310 -1.57449 6.61478 -0.4534
O 5.06579 -1.79930 7.77805 -0.5234
C 5.66947 -3.10049 7.89839 -0.6232
C 4.73049 -4.23547 7.53701 -0.2789
N 3.49499 -4.25651 8.34227 0.2389
C 3.59890 -4.99755 9.61789 -0.8590
C 2.34873 -4.76811 10.49204 -0.8161
O 1.14342 -4.64191 9.59849 -0.3344
C 0.57966 -5.80148 9.25416 -0.6787
H 3.43684 -2.28076 6.53349 -0.0200
H 4.72804 -1.92130 5.69193 0.4918
H 3.96605 -0.53587 6.46941 0.2647
H 5.97694 -3.12291 8.94389 0.2842
H 6.56020 -3.01419 7.27609 0.4119
H 5.32842 -5.08646 7.86318 0.4145
H 4.48322 -4.21350 6.47565 -0.0222
H 3.40871 -3.31022 8.68460 0.1216
H 4.52778 -4.82996 10.16304 0.4636
H 3.65552 -6.06179 9.38926 0.4719
H 2.22255 -3.78800 10.95201 0.2488
H 2.05816 -5.50939 11.23646 0.4711
H -0.26438 -5.92161 8.57501 0.2026
H 0.25504 -6.18444 10.22168 0.3312
H 1.43515 -6.36002 8.87433 0.2560
C 3.81239 4.90669 0.78052 -0.9181
O 2.79918 4.83949 -0.12107 -0.2777
C 3.15853 4.71657 -1.51421 -0.3928
C 2.03495 5.22698 -2.42083 -0.8430
N 2.20947 5.06242 -3.86099 0.3119
C 3.21082 6.03721 -4.30005 -0.8328
C 3.18812 6.11960 -5.82479 -0.6526
O 1.77449 6.38156 -6.28271 -0.4300
C 1.17263 5.34447 -6.95547 -0.3983
H 4.11701 5.95040 0.85798 0.3713
H 4.69154 4.28945 0.59558 0.3277
H 3.58041 4.73711 1.83196 0.2844
H 3.58669 3.78697 -1.88919 0.1111
H 3.95763 5.42933 -1.71794 0.6062
H 1.78307 6.26798 -2.21846 0.4393
H 1.16268 4.64164 -2.12994 0.1955
H 1.31088 5.32730 -4.23845 0.0321
H 4.18988 5.70721 -3.95273 0.3561
H 3.16331 6.99361 -3.77932 0.5533
H 3.70857 5.30305 -6.32528 0.1985
H 3.66786 7.06113 -6.09211 0.4044
H 1.08752 4.40093 -6.41640 0.0924
H 1.77863 5.22577 -7.85367 0.3947
H 0.18305 5.70075 -7.24166 0.1511
C 6.53728 -1.92414 -4.80913 0.1099
O 6.01464 -2.66040 -6.01321 -0.4642
C 5.29128 -1.85579 -6.96217 0.1102
C 6.26241 -0.95928 -7.62739 -0.3061
N 5.62945 -0.01760 -8.56159 -0.3824
C 6.59145 0.55224 -9.49720 -0.8399
C 7.45798 1.71642 -8.81489 -0.6087
O 6.54835 2.34038 -7.86623 -0.1714
C 7.11893 3.60341 -7.29604 -0.7436
H 7.45718 -2.30256 -4.36340 0.3345
H 5.87348 -2.13850 -3.97156 -0.4990
H 6.60226 -0.85446 -5.00829 0.0937
H 4.54398 -1.25732 -6.44114 -0.4073
H 4.60513 -2.43676 -7.57843 0.4523
H 7.00031 -1.59174 -8.12097 0.3699
H 6.84081 -0.40269 -6.88999 0.2045
H 5.22007 0.73650 -8.02881 0.2877
H 5.97210 1.09170 -10.21378 0.3760
H 7.16392 -0.21437 -10.01940 0.4398
H 8.01178 2.24156 -9.59310 0.4646
H 8.15583 1.09539 -8.25326 0.3097
H 7.78209 3.53593 -6.43363 0.3367
H 6.36269 4.31691 -6.96878 0.0706
H 7.66336 4.15338 -8.06366 0.3789
C -4.14284 -8.06833 6.92803 -0.8886
O -3.83283 -6.75594 6.68532 -0.1526
C -4.14074 -6.40154 5.30260 -1.1002
C -3.68414 -4.90832 5.06609 0.4952
N -4.64390 -3.95483 5.53952 -0.1657
C -4.65008 -4.01156 6.99031 -0.4639
C -5.67020 -2.90729 7.62764 -0.6133
O -5.18547 -1.70194 7.12707 -0.2995
C -3.90653 -1.21265 7.73195 -0.9054
H -3.53816 -8.80948 6.40538 0.3251
H -5.17417 -8.32389 6.68481 0.3292
H -4.00450 -8.37001 7.96627 0.2631
H -5.17994 -6.58505 5.02971 0.4218
H -3.55620 -7.03183 4.63241 0.6042
H -3.31560 -4.75860 4.05127 -0.0136
H -2.75452 -4.78512 5.62172 -0.1304
H -4.40508 -2.98060 5.42141 0.1300
H -3.64055 -3.92616 7.39236 0.2894
H -5.12821 -4.95524 7.25292 0.2542
H -5.65721 -2.78534 8.71071 0.3949
H -6.73326 -2.99821 7.40461 0.2949
H -4.13205 -0.30797 8.29658 0.3506
H -3.17974 -0.87916 6.99123 0.2564
H -3.31874 -1.85638 8.38633 0.4275
C 2.86456 -2.64485 0.36470 -1.2946
O 2.40636 -1.79716 1.33177 1.2818
C 2.50058 -0.37857 1.19392 0.6090
C 1.98438 0.28643 -0.12744 -0.4972
N 0.58766 0.14398 -0.40274 1.1952
C -0.33415 0.94114 0.40650 0.0291
C -1.73906 0.67050 -0.18858 1.3765
O -2.32564 -0.56194 0.21295 0.8660
C -2.45067 -0.81267 1.65230 -0.0393
H 2.01914 -3.10852 -0.14361 0.3343
H 3.44739 -3.50290 0.69961 0.2717
H 3.56977 -2.08256 -0.24736 -0.0383
H 3.56422 -0.23224 1.38194 0.4567
H 1.88488 0.00066 2.00952 -1.0650
H 2.62733 -0.16469 -0.88322 -0.5908
H 2.16610 1.36115 -0.13537 0.3043
H 0.42289 -0.84555 -0.28533 -0.2048
H -0.29367 2.01621 0.23133 -0.2144
H -0.31021 0.77339 1.48325 -0.4375
H -1.88351 0.87604 -1.24923 -1.1400
H -2.34741 1.46599 0.24177 -0.7665
H -2.86318 -1.80581 1.83010 -0.2955
H -3.01206 -0.01950 2.14608 -0.0647
H -1.47827 -0.72793 2.13745 0.0065
C -0.74210 4.36475 1.26641 -0.3660
O -1.54540 4.48922 2.49486 -0.6591
C -2.27960 3.40581 3.04126 2.8641
C -2.63442 3.50563 4.60965 -1.9103
N -3.20401 2.31067 5.23719 -0.1316
C -4.39809 1.82831 4.49370 0.9165
C -5.63535 2.73401 4.72891 -1.4700
O -5.61034 3.75553 3.72265 0.3039
C -6.63451 4.76956 3.90830 -0.9015
H -1.42868 4.06482 0.47475 0.0008
H 0.08110 3.65400 1.33901 0.3570
H -0.14206 5.21391 0.93932 0.3620
H -1.79568 2.46353 2.78430 -0.5844
H -3.21966 3.36420 2.49111 -0.9630
H -3.39888 4.26795 4.75993 0.6403
H -1.73467 3.80021 5.14981 0.4845
H -3.51056 2.84020 6.04077 0.2578
H -4.54372 0.85064 4.95312 0.2922
H -4.32178 1.55015 3.44255 -1.0037
H -5.56789 3.33047 5.63874 0.6158
H -6.61118 2.25474 4.80740 0.4195
H -6.44154 5.59514 3.22327 0.0973
H -6.78915 5.13931 4.92194 0.3412
H -7.54778 4.34362 3.49284 0.2947
C -2.96933 5.72790 -3.69383 -0.6452
O -3.08445 5.71985 -5.13580 -0.1083
C -4.31612 6.17513 -5.70601 -0.5631
C -4.13448 7.01220 -7.01465 -1.0336
N -3.12596 7.94721 -6.79950 -0.2587
C -3.75716 9.16888 -6.20914 -0.3545
C -2.84326 10.39896 -6.66309 -0.6610
O -3.68272 11.53068 -6.80082 -0.3097
C -2.91980 12.70562 -6.93691 -0.7816
H -3.81153 6.10171 -3.11152 0.4229
H -2.08709 6.33385 -3.48752 0.2460
H -2.58685 4.75869 -3.37376 -0.0277
H -5.05876 6.69978 -5.10490 0.4639
H -4.94781 5.32597 -5.96675 0.4132
H -5.11715 7.40474 -7.27614 0.3955
H -3.85978 6.24154 -7.73487 0.3745
H -2.51179 7.39781 -6.21550 0.2536
H -3.73556 9.26995 -5.12406 0.1529
H -4.70884 9.38979 -6.69246 0.3666
H -2.31838 10.26119 -7.60841 0.3913
H -1.96228 10.56862 -6.04408 0.3641
H -2.27737 12.71366 -7.81743 0.2972
H -2.43868 12.97799 -5.99753 0.3335
H -3.71762 13.44643 -6.98969 0.2639
C 0.31419 1.40814 4.62604 0.9809
C 1.56455 0.64345 4.79979 0.1484
O 2.59868 1.29060 4.10939 -0.5527
O -0.69790 0.77707 5.45354 -0.6769
H 0.07142 1.32408 3.56675 -0.8578
H 0.46151 2.45205 4.90289 0.2340
H 1.48165 -0.38127 4.43760 -0.2638
H 1.80259 0.54920 5.85929 0.4540
H 3.39363 0.75639 4.04387 0.2311
H -1.55278 1.17433 5.27195 0.2934
C 4.32193 1.28325 -4.22290 0.3274
C 3.38621 1.64147 -5.47392 -0.2118
O 2.35810 0.71090 -5.91679 -0.7350
O 3.68366 0.41969 -3.26393 1.6033
H 4.72490 2.24918 -3.91844 0.5613
H 5.03714 0.61761 -4.70613 -0.6447
H 3.98930 1.97244 -6.31941 0.5390
H 2.80365 2.50530 -5.15375 -0.2904
H 1.65996 0.83576 -5.26979 -0.3226
H 3.38203 -0.35728 -3.74034 -0.4566
C -3.95506 7.06019 1.74406 -0.4299
C -5.06505 7.89829 1.07445 -0.6238
O -4.42879 8.76971 0.14643 -0.5038
O -3.92876 5.89201 1.13513 -0.2020
H -4.09426 7.09728 2.82450 0.3210
H -2.95086 7.44183 1.55957 0.3835
H -5.37045 8.41290 1.98550 0.3532
H -5.90270 7.35107 0.64200 0.2653
H -4.85023 9.62948 0.21548 0.2836
H -3.17923 5.35139 1.39500 0.0201
C 6.80743 -4.72542 -2.51145 -0.4345
C 5.44565 -5.40231 -2.32859 0.0184
O 4.84226 -5.12641 -1.11394 -0.2781
O 7.75556 -5.44281 -1.83828 -0.5796
H 6.73453 -3.65114 -2.34201 0.1865
H 7.07197 -4.88070 -3.55739 0.4619
H 5.44277 -6.48764 -2.42924 0.3409
H 4.82387 -4.90287 -3.07159 -0.1933
H 5.39736 -4.43736 -0.74155 0.1941
H 8.58760 -4.97071 -1.75815 0.3386
C -2.04586 -5.08218 -0.09275 -0.4472
C -1.56640 -5.05068 1.36210 0.6283
O -2.41201 -5.81649 2.18605 -0.5627
O -1.06029 -4.37081 -0.78425 -0.3175
H -2.90554 -4.47064 -0.36676 0.0497
H -2.19374 -6.10270 -0.44599 0.2867
H -1.54975 -3.99497 1.63282 -0.4668
H -0.58260 -5.50149 1.49252 0.4355
H -3.25063 -6.00318 1.75773 0.2869
H -1.47968 -3.63406 -1.23471 -0.0453
C 1.16543 -3.91886 5.72071 -0.1381
C 1.13632 -3.72952 4.17808 -0.3495
O 2.16151 -2.94980 3.65168 0.8957
O 2.06754 -4.97868 6.03288 -0.4697
H 0.16403 -4.14826 6.08494 0.0820
H 1.49705 -2.97111 6.14485 0.1623
H 0.17732 -3.23736 4.01618 0.1929
H 1.05788 -4.67741 3.64567 0.1599
H 1.77799 -2.58625 2.85021 -0.8140
H 2.44009 -4.72880 6.88163 0.2585
C -7.80524 -0.70650 -1.68780 0.6173
C -9.34298 -0.82600 -1.95593 -0.7605
O -9.58692 -2.16213 -2.24613 -0.5216
O -7.38226 0.59795 -2.14162 -0.6751
H -7.27943 -1.27910 -2.45185 0.1088
H -7.49441 -0.99352 -0.68326 -0.1324
H -9.60097 -0.24867 -2.84375 0.3325
H -9.91650 -0.36534 -1.15158 0.3704
H -10.52487 -2.19863 -2.44743 0.3065
H -6.44126 0.71670 -1.99317 0.1357
C 5.80466 -2.49738 3.09170 -0.5040
C 6.48342 -2.48832 1.60118 0.0308
O 7.53953 -1.56357 1.58289 -0.6593
O 4.82529 -1.41706 3.23707 0.1307
H 6.51403 -2.41444 3.91511 0.3947
H 5.18350 -3.37631 3.26417 0.0721
H 5.67524 -2.15635 0.94946 -0.2846
H 6.68091 -3.45165 1.13098 0.4734
H 7.21355 -0.68708 1.79991 0.4249
H 3.98007 -1.69228 2.87452 -0.3181
C 4.56915 -7.54071 2.97854 -0.5874
C 3.72770 -6.55701 3.73777 0.4771
O 4.29899 -6.25220 5.02563 -0.5307
O 3.99927 -8.04991 1.81281 -0.5334
H 4.84825 -8.29510 3.71414 0.2690
H 5.48508 -6.99616 2.74910 0.2823
H 2.75821 -7.02447 3.91006 0.3163
H 3.46229 -5.63332 3.22351 -0.2666
H 3.56933 -6.00855 5.59995 0.2717
H 4.66529 -8.54877 1.33412 0.3258
C 0.08742 -6.15049 -4.78126 -0.3880
C -1.38449 -5.79101 -4.30808 0.1568
O -2.30407 -5.99295 -5.36795 -0.6017
O 0.40304 -5.49389 -5.97014 -0.5628
H 0.14441 -7.22930 -4.92622 0.4534
H 0.83713 -6.00250 -4.00398 0.2463
H -1.49596 -4.72809 -4.09389 -0.1137
H -1.86966 -6.37854 -3.52865 0.2063
H -1.85387 -5.74836 -6.17979 0.3459
H 1.22076 -5.82838 -6.34573 0.2926
C -4.59167 -1.36278 -3.85222 -1.0630
C -4.29325 -2.47046 -2.81974 -0.2656
O -3.02589 -2.14385 -2.24573 0.8826
O -4.93933 -0.13675 -3.17450 -0.4028
H -5.44654 -1.50648 -4.51299 0.6414
H -3.71042 -1.06924 -4.42260 0.2313
H -4.24902 -3.38135 -3.41673 0.4107
H -5.08808 -2.54506 -2.07759 0.0358
H -3.02372 -1.24679 -1.90387 -0.6350
H -5.29073 0.41365 -3.87818 0.2112
O 6.10855 2.66413 4.21458 -0.6339
H 5.37566 3.05272 4.69218 0.3022
H 6.43070 1.97156 4.79147 0.3011
O 6.91028 1.23057 1.57406 -0.6556
H 6.50051 1.67916 2.31369 0.3603
H 6.19957 1.10643 0.94500 0.3205
O 8.26085 -1.68242 -1.55795 -0.5717
H 8.47375 -1.93144 -0.65857 0.2627
H 7.81578 -0.83910 -1.47450 0.2941
O 5.23315 0.91580 -0.87536 -0.4990
H 5.17383 1.86938 -0.93366 0.2005
H 5.03112 0.60831 -1.75902 -0.0792